{"formula": "C26H46O2P2Pt", "method": "wB97M-V/def2-TZVPD", "de_lowest_ev": 0.000, "s2": 6.009, "max_force_ev_per_a": 3.1, "total_charge": 2, "homo_energy_ev": [-12.8398, -13.4902], "spin_multiplicity": 5, "orbital_gap_ev": [7.80, 4.16], "e_lumo_ev": [-5.0, -9.3], "symbols": ["Pt", "C", "C", "C", "C", "C", "C", "H", "H", "H", "C", "H", "H", "H", "C", "H", "H", "H", "C", "H", "H", "H", "C", "H", "H", "H", "C", "C", "C", "C", "C", "C", "C", "C", "H", "H", "H", "H", "H", "H", "H", "H", "H", "H", "H", "H", "P", "P", "C", "C", "H", "H", "H", "H", "C", "H", "H", "H", "C", "H", "H", "H", "C", "H", "H", "H", "C", "H", "H", "H", "C", "O", "C", "O", "H", "H", "H"], "xyz": [[-0.69473, 1.41640, 0.81767], [-2.41962, 2.26199, -1.05077], [-3.27780, 1.13830, -0.98673], [-3.18265, 2.01647, 1.16209], [-2.25467, 2.81856, 0.31655], [-3.74288, 0.99245, 0.34912], [-1.91693, 2.94727, -2.26411], [-1.70684, 2.24383, -3.08638], [-0.99931, 3.50562, -2.02612], [-2.65496, 3.67444, -2.64982], [-1.90818, 4.23046, 0.59481], [-1.04636, 4.53780, 0.00157], [-1.67618, 4.36021, 1.65000], [-2.75646, 4.86923, 0.32951], [-3.64235, 2.45593, 2.49561], [-4.56986, 3.04227, 2.39688], [-2.88660, 3.09109, 2.97105], [-3.86770, 1.61372, 3.16672], [-4.80668, 0.05972, 0.79202], [-5.79870, 0.51746, 0.66696], [-4.69045, -0.18763, 1.85770], [-4.80808, -0.87245, 0.20648], [-3.75889, 0.35157, -2.15316], [-4.75626, 0.67320, -2.47684], [-3.82559, -0.71363, -1.90596], [-3.07382, 0.47487, -3.00220], [4.28619, -1.76098, -1.91331], [3.60344, -1.81234, -3.06504], [3.31655, -3.07103, -3.83382], [2.97403, -4.34084, -3.01456], [2.07119, -4.09592, -1.83250], [2.45954, -3.79249, -0.59176], [3.86959, -3.56116, -0.13894], [4.84918, -2.94507, -1.17316], [4.17471, -3.31738, -4.48785], [3.89606, -4.87083, -2.73731], [2.46223, -2.88018, -4.50252], [5.22714, -3.73069, -1.84255], [4.54198, -0.78533, -1.48860], [3.34353, -0.88223, -3.57684], [5.72079, -2.59181, -0.59744], [3.84551, -2.88102, 0.72962], [1.71042, -3.80224, 0.21009], [4.30481, -4.51284, 0.21837], [2.43317, -5.00680, -3.70431], [1.00503, -4.24625, -2.03609], [0.99159, 0.61470, -0.39097], [-0.63227, -0.61076, 1.86379], [1.72694, -0.83056, 0.41812], [1.09293, -1.21725, 1.77292], [2.79973, -0.61521, 0.52595], [1.62982, -1.65200, -0.30280], [1.08479, -2.30954, 1.91046], [1.64660, -0.77308, 2.61465], [-1.31115, -0.58122, 3.52951], [-2.40630, -0.47588, 3.43503], [-0.92081, 0.28636, 4.08514], [-1.08023, -1.51180, 4.07024], [-1.65716, -1.82216, 0.96170], [-1.35812, -2.84364, 1.24492], [-1.56570, -1.68997, -0.12811], [-2.70399, -1.64807, 1.25551], [2.27177, 1.84643, -0.60515], [1.84344, 2.66954, -1.19751], [3.12533, 1.39758, -1.13071], [2.55431, 2.22556, 0.38971], [0.37990, 0.11807, -2.03292], [-0.54563, -0.48007, -1.94612], [1.16149, -0.46570, -2.54945], [0.14470, 1.03919, -2.59396], [0.17474, 3.63046, 4.27882], [-0.55018, 3.08293, 3.16685], [0.25056, 2.36818, 2.34164], [1.46098, 2.31004, 2.55483], [-0.57229, 4.19990, 4.82627], [0.99570, 4.27734, 3.93729], [0.59595, 2.82895, 4.90021]], "mulliken_spin": [0.8549, 0.4979, 0.2341, 0.3766, 0.4005, 0.3219, 0.0239, 0.0098, 0.0056, 0.0240, -0.0897, 0.0257, 0.0049, 0.0340, 0.0577, 0.0213, 0.0005, 0.0066, -0.0100, 0.0286, 0.0039, 0.0044, -0.0477, 0.0281, 0.0136, -0.0021, 0.0028, 0.0015, 0.0008, -0.0003, 0.0006, 0.0010, 0.0011, -0.0006, 0.0000, 0.0001, 0.0002, 0.0001, -0.0008, -0.0025, 0.0000, -0.0006, 0.0002, -0.0001, 0.0000, 0.0000, 0.2463, 0.2693, -0.0083, 0.0349, 0.0049, 0.0060, 0.0045, -0.0014, 0.0205, -0.0093, -0.0015, 0.0143, 0.0350, 0.0111, -0.0011, -0.0108, 0.0184, -0.0009, 0.0162, 0.0043, 0.0465, -0.0109, 0.0302, -0.0089, 0.0183, 0.0522, 0.2941, 0.0890, 0.0025, 0.0010, 0.0016]}

=====

{"formula": "C26H46O2P2Pt", "method": "wB97M-V/def2-TZVPD", "de_lowest_ev": 4.298, "s2": 6.027, "max_force_ev_per_a": 4.6, "total_charge": 2, "homo_energy_ev": [-11.8930, -12.8200], "spin_multiplicity": 5, "orbital_gap_ev": [5.27, 2.92], "e_lumo_ev": [-6.6, -9.9], "symbols": ["Pt", "C", "C", "C", "C", "C", "C", "H", "H", "H", "C", "H", "H", "H", "C", "H", "H", "H", "C", "H", "H", "H", "C", "H", "H", "H", "C", "C", "C", "C", "C", "C", "C", "C", "H", "H", "H", "H", "H", "H", "H", "H", "H", "H", "H", "H", "P", "P", "C", "C", "H", "H", "H", "H", "C", "H", "H", "H", "C", "H", "H", "H", "C", "H", "H", "H", "C", "H", "H", "H", "C", "C", "O", "O", "H", "H", "H"], "xyz": [[-1.37451, 1.15018, -2.18298], [0.52601, 0.64175, 3.91391], [1.49622, 1.15008, 2.96212], [-0.49900, 2.25092, 2.62219], [-0.69490, 1.35946, 3.72762], [0.88564, 2.19691, 2.24701], [0.78419, -0.29217, 4.97310], [1.81329, -0.65613, 4.95316], [0.02773, -1.39037, 4.86360], [0.53836, 0.08950, 5.96085], [-1.84966, 1.33974, 4.63401], [-2.49257, 0.48024, 4.44312], [-2.43675, 2.25341, 4.51866], [-1.47692, 1.24322, 5.65475], [-1.52329, 3.18927, 2.09075], [-1.63936, 4.10468, 2.72183], [-2.51420, 2.68634, 2.07818], [-1.24691, 3.51090, 1.06845], [1.55070, 3.07577, 1.23605], [2.03355, 3.90977, 1.73989], [0.83841, 3.52405, 0.52929], [2.34137, 2.54170, 0.68883], [2.89293, 0.66762, 2.88387], [3.46145, 1.08341, 3.73996], [3.37744, 0.97775, 1.94111], [2.92529, -0.43527, 3.00740], [-0.22231, -1.68186, 0.73234], [0.81295, -2.11653, 1.46602], [2.07364, -2.74269, 0.95651], [3.32499, -1.81855, 0.58626], [2.85659, -0.58774, -0.10257], [1.92820, -0.54206, -1.04751], [1.01955, -1.63912, -1.51837], [-0.32197, -1.71718, -0.77734], [1.81928, -3.30522, 0.04697], [4.08534, -2.42282, 0.03842], [2.36225, -3.48418, 1.71996], [-0.86768, -2.61919, -1.07528], [-1.16549, -1.38337, 1.24332], [0.79555, -1.86924, 2.53701], [-0.94075, -0.83783, -1.07250], [0.83330, -1.33978, -2.57627], [1.74621, 0.45417, -1.49474], [1.48245, -2.65106, -1.58979], [3.85146, -1.60063, 1.53317], [3.56278, 0.23063, 0.01530], [-1.21489, -1.02072, -3.67307], [-0.43803, 2.36720, -3.59384], [-0.97002, 0.01080, -5.14698], [-1.39194, 1.45073, -4.95676], [-1.53834, -0.49201, -5.93663], [0.09456, -0.05641, -5.38491], [-1.38824, 2.07177, -5.84390], [-2.38621, 1.45204, -4.47335], [-1.27247, 3.99017, -3.76892], [-0.84791, 4.65261, -3.01418], [-2.32442, 3.79171, -3.55219], [-1.13654, 4.43457, -4.76327], [1.26519, 2.52235, -4.21171], [1.31901, 2.88925, -5.25790], [1.80732, 1.56715, -4.20334], [1.83243, 3.24214, -3.60448], [-2.91440, -1.67462, -3.96397], [-3.16020, -2.47703, -3.26190], [-3.01124, -2.07807, -4.98011], [-3.62433, -0.86330, -3.81125], [-0.33393, -2.52782, -4.43194], [0.46660, -2.21295, -5.11681], [-1.01735, -3.15826, -5.02514], [0.13748, -3.19950, -3.70445], [-2.47688, -3.61874, 4.18305], [-1.65986, -2.37041, 4.10087], [-0.51858, -2.43125, 4.76263], [-2.05230, -1.43956, 3.38919], [-3.44562, -3.46853, 3.72046], [-2.60685, -3.89883, 5.21770], [-1.97286, -4.43298, 3.66948]], "mulliken_spin": [0.5193, 0.3343, 0.1302, 0.3627, 0.1742, 0.2853, 0.2935, 0.0014, 0.0887, 0.0263, 0.0395, 0.0393, 0.0044, 0.0096, -0.0184, 0.0239, 0.0025, 0.0134, 0.0046, 0.0158, 0.0050, 0.0042, 0.0062, 0.0231, 0.0005, 0.0076, 0.2438, 0.2822, 0.0486, 0.0548, 0.0489, -0.0015, 0.0223, 0.0912, 0.0280, -0.0048, 0.0000, 0.0625, -0.0250, 0.1250, 0.0363, -0.0282, 0.0197, 0.0105, -0.0027, 0.0031, 0.1003, 0.2817, 0.0044, -0.0429, 0.0003, 0.0011, 0.0025, 0.0117, -0.0111, 0.0036, 0.0071, 0.0079, 0.0184, 0.0041, 0.0020, -0.0019, 0.0178, 0.0036, 0.0043, -0.0015, 0.0426, -0.0003, 0.0026, -0.0028, 0.0096, -0.0027, 0.1169, 0.0061, 0.0017, 0.0002, 0.0007]}

=====

{"formula": "C26H47BCl20NO5", "method": "wB97M-V/def2-TZVPD", "max_force_ev_per_a": 2.2, "total_charge": 1, "homo_energy_ev": -11.9306, "spin_multiplicity": 1, "orbital_gap_ev": 7.92, "e_lumo_ev": -4.0, "symbols": ["C", "C", "C", "C", "C", "C", "C", "C", "O", "O", "B", "O", "O", "C", "C", "C", "C", "C", "C", "C", "C", "N", "O", "H", "H", "H", "H", "H", "H", "H", "H", "H", "H", "H", "H", "H", "H", "H", "H", "H", "H", "H", "H", "H", "H", "H", "H", "H", "H", "H", "C", "Cl", "Cl", "H", "H", "C", "Cl", "Cl", "H", "H", "C", "Cl", "Cl", "H", "H", "C", "Cl", "Cl", "H", "H", "C", "Cl", "Cl", "H", "H", "C", "Cl", "Cl", "H", "H", "C", "Cl", "Cl", "H", "H", "C", "Cl", "Cl", "H", "H", "C", "Cl", "Cl", "H", "H", "C", "Cl", "Cl", "H", "H"], "xyz": [[-0.44101, 1.86196, 4.72451], [0.17149, 1.74481, 3.29478], [-0.46243, 0.61987, 2.45084], [0.47596, 0.31186, 1.23406], [-1.82909, 0.99181, 1.88639], [-2.87941, 0.16315, 2.19403], [-4.13791, 0.47397, 1.71779], [-5.38332, -0.32043, 2.01734], [-6.22525, 0.21694, 2.72809], [-5.56890, -1.52194, 1.49859], [-6.77963, -2.11794, 2.04133], [-6.76943, -2.60974, 3.32441], [-7.89789, -2.27029, 1.28203], [-8.52507, -1.03283, 0.89355], [-4.30574, 1.60756, 0.94225], [-3.25645, 2.42211, 0.64676], [-3.48663, 3.66183, -0.18155], [-4.74706, 4.47173, 0.21372], [-4.83907, 4.85494, 1.71282], [-5.82595, 3.94852, 2.52901], [-5.42605, 6.29637, 1.80820], [-2.03638, 2.07278, 1.12269], [-0.99746, 2.88896, 0.77041], [-0.56259, 2.90276, 5.03899], [-1.38199, 1.30898, 4.82316], [0.25377, 1.42345, 5.44985], [0.11834, 2.73087, 2.83052], [1.23900, 1.53984, 3.43124], [-0.57029, -0.25772, 3.09266], [1.31196, -0.31562, 1.55796], [0.82940, 1.26931, 0.84624], [-0.11608, -0.17515, 0.45039], [-2.73540, -0.71925, 2.80575], [-7.00466, -1.91772, 3.95422], [-7.89695, -0.50947, 0.16010], [-8.70583, -0.36929, 1.74667], [-9.49629, -1.27681, 0.45344], [-5.28981, 1.86690, 0.57130], [-3.63008, 3.32795, -1.22042], [-2.61887, 4.32366, -0.19860], [-5.65637, 3.97882, -0.15304], [-4.68448, 5.40832, -0.35443], [-3.84377, 4.83769, 2.18063], [-6.42000, 3.39366, 1.79377], [-6.44815, 4.51725, 3.21772], [-5.23486, 3.17781, 3.04015], [-6.49468, 6.20278, 1.57515], [-5.38447, 6.58977, 2.86295], [-4.92163, 7.00454, 1.14826], [-0.94813, 3.62713, 1.39927], [3.21149, -2.13071, 0.13901], [3.62739, -0.91562, 1.35826], [2.48713, -1.38652, -1.29482], [4.11407, -2.65444, -0.15578], [2.50086, -2.82921, 0.56882], [2.84643, -6.10768, 1.19868], [1.74031, -4.83229, 1.73572], [3.38391, -5.83544, -0.46144], [3.71027, -6.11367, 1.85235], [2.33188, -7.06093, 1.24895], [6.55597, -7.31716, 1.37498], [6.05292, -6.51374, 2.86682], [6.65141, -6.17887, 0.02463], [7.53552, -7.75514, 1.53077], [5.83679, -8.09145, 1.12991], [8.99502, -6.95068, -2.74625], [8.72804, -8.68910, -2.92474], [10.69337, -6.58173, -2.42588], [8.69621, -6.45487, -3.66311], [8.39943, -6.59506, -1.91370], [3.19689, 0.25560, -4.95449], [2.80108, -0.63695, -6.42315], [4.94881, 0.50820, -4.80470], [2.70199, 1.21912, -4.98394], [2.85130, -0.31027, -4.09560], [9.03724, -3.42543, 2.80669], [7.32687, -3.33608, 3.24822], [9.55842, -5.09391, 2.54075], [9.19068, -2.86263, 1.89296], [9.62713, -3.00021, 3.61056], [8.33843, 2.24235, -4.54976], [8.99847, 3.87784, -4.41089], [9.10236, 1.14161, -3.39621], [7.27163, 2.27594, -4.34957], [8.51535, 1.87633, -5.55497], [-11.38746, -3.29557, 2.25496], [-11.31370, -2.05967, 3.51676], [-12.10206, -2.66059, 0.76959], [-10.38015, -3.63474, 2.03674], [-11.99046, -4.12221, 2.61297], [1.43376, 3.33819, -6.89589], [0.39003, 2.52037, -5.71610], [2.00287, 2.22910, -8.14673], [0.86450, 4.13166, -7.36675], [2.29002, 3.75181, -6.37772], [5.33208, 4.68979, -7.30999], [4.18942, 6.02300, -7.09223], [4.96504, 3.33555, -6.23277], [5.27388, 4.34314, -8.33587], [6.33275, 5.04644, -7.09208]], "mulliken_charge": [-1.2559, -0.6495, 0.0957, -1.4006, -0.0331, -0.0094, 0.7039, -0.3618, -0.5917, -0.4653, 0.7592, -0.4864, -0.3683, -0.5767, -0.0466, -0.4306, -1.0371, -0.9952, 0.9505, -1.3645, -1.6486, 0.5313, -0.3925, 0.3129, 0.3220, 0.3513, 0.1596, 0.5599, 0.5849, 0.0275, 0.3370, 0.4926, 0.5965, 0.3337, 0.2725, 0.2996, 0.1845, 0.7781, 0.3319, 0.3919, 0.4448, 0.4465, 0.2225, 0.2784, 0.4797, 0.2549, 0.3786, 0.4044, 0.4194, 0.3623, 0.3327, -0.1842, -0.1695, 0.3533, -0.3076, 0.1979, -0.1993, -0.1289, -0.2009, 0.3328, -0.4150, -0.1512, -0.1198, 0.3144, 0.3644, 0.2868, -0.1542, -0.1538, 0.2661, -0.2269, 0.4440, -0.1354, -0.1496, -0.0328, -0.1200, -0.2738, -0.1352, -0.1398, 0.2512, 0.3006, 0.0399, -0.1617, -0.1600, -0.0104, 0.2745, -0.1771, -0.1571, -0.1595, 0.1613, 0.3216, -0.1023, -0.1749, -0.1052, 0.3475, 0.0249, -0.3524, -0.1541, -0.0606, 0.2870, 0.3177]}